# 1
DFT (the ωB97M-V functional and the def2-TZVPD basis) results for a single C4H6OS3 molecule.

The geometry in XYZ format:
```
14
Properties=species:S:1:pos:R:3:forces:R:3
C -2.339 1.093 -0.884 -0.63 1.03 0.29
C -0.283 -0.670 0.055 -0.28 0.85 0.06
C 0.643 0.491 -0.254 -0.54 0.16 1.41
C 0.829 1.431 1.021 -1.24 -0.30 -1.83
H -3.454 1.143 -0.733 1.04 0.25 -0.45
H -1.878 2.029 -0.442 -0.45 -1.28 -0.34
H -2.098 1.009 -1.954 -0.19 0.12 0.35
H 0.189 1.097 -1.005 -0.23 0.57 -0.47
H 2.475 1.125 -1.397 0.20 -0.22 0.04
H 1.406 1.056 1.841 0.68 -0.63 0.66
O 0.332 2.519 1.037 0.05 0.20 0.07
S -2.012 -0.458 -0.039 0.49 0.07 0.16
S 0.251 -2.078 0.591 0.49 -0.89 0.34
S 2.236 -0.069 -0.816 0.61 0.08 -0.28
```
Positions in Å, forces in eV/Å.

Results
* DFT total energy: -1425.77501 hartree
* LUMO level: -0.52 eV
* frontier orbital gap: 8.445 eV
* energy above the lowest of the compared OMol25 structures with the same formula, charge and spin: 18.2 kcal per mole

---

# 2
DFT (the ωB97M-V functional and the def2-TZVPD basis) results for a single C4H6S molecule.

The geometry in XYZ format:
```
11
Properties=species:S:1:pos:R:3:forces:R:3
C 0.386 1.211 0.041 0.87 0.15 2.44
C 0.317 -0.219 -0.582 1.22 0.87 3.89
C -0.960 -0.756 -0.048 -2.52 -1.73 -1.55
C -2.106 -1.203 0.055 2.59 0.67 -0.18
H 0.234 1.220 1.219 0.23 -0.49 -2.40
H -0.428 1.760 -0.340 -1.14 0.77 -0.49
H 1.284 1.846 -0.092 -0.16 -0.89 -0.41
H 0.498 -0.187 -1.625 -0.67 -0.13 -1.11
H 1.956 -0.768 1.318 -0.32 -0.47 -1.90
H -3.059 -1.721 0.104 0.63 0.54 0.21
S 1.877 -1.183 -0.052 -0.73 0.71 1.49
```
Positions in Å, forces in eV/Å.

Results
* DFT total energy: -554.09443 hartree
* LUMO level: 0.87 eV
* frontier orbital gap: 10.134 eV
* energy above the lowest of the compared OMol25 structures with the same formula, charge and spin: 48.8 kcal per mole

---

# 3
DFT (the ωB97M-V functional and the def2-TZVPD basis) results for a single C4H6S2 molecule.

The geometry in XYZ format:
```
12
Properties=species:S:1:pos:R:3:forces:R:3
C -0.075 0.834 -0.576 -0.84 1.05 -2.14
C 0.958 -0.159 -0.345 1.83 0.31 0.01
C 0.329 -1.395 0.253 1.38 0.14 1.23
C -1.115 0.803 0.466 0.78 -0.50 0.69
H 1.496 0.428 0.412 0.53 -0.52 0.44
H 1.678 -0.300 -1.170 -0.62 -0.06 0.20
H 1.064 -2.011 0.870 -1.05 0.58 -1.18
H -0.153 -1.908 -0.548 -0.27 -0.95 -0.31
H -2.036 0.917 -0.004 -1.81 -0.38 -0.79
H -1.071 1.669 1.082 0.43 0.71 0.82
S -0.208 1.838 -1.856 0.31 -0.27 0.40
S -0.865 -0.716 1.415 -0.68 -0.12 0.63
```
Positions in Å, forces in eV/Å.

Results
* DFT total energy: -952.35581 hartree
* LUMO level: -0.17 eV
* frontier orbital gap: 8.529 eV
* energy above the lowest of the compared OMol25 structures with the same formula, charge and spin: 8.5 kcal per mole

---

# 4
DFT (the ωB97M-V functional and the def2-TZVPD basis) results for a single C4H6S2 molecule.

The geometry in XYZ format:
```
12
Properties=species:S:1:pos:R:3:forces:R:3
C 1.067 -1.058 -0.506 0.81 -0.53 -0.40
C 0.663 -0.388 0.718 -1.32 1.29 -0.35
C -0.636 0.421 0.729 -0.07 -0.41 -0.93
C -1.101 1.079 -0.535 -0.17 -0.85 1.00
H 1.551 -2.034 -0.488 -0.06 0.29 0.30
H 0.470 -0.935 -1.385 -0.38 0.17 -0.31
H 0.878 -0.848 1.640 0.22 -0.61 0.94
H -0.891 0.910 1.656 0.12 0.05 0.11
H -0.456 0.957 -1.383 0.09 0.00 -0.36
H -1.636 2.013 -0.479 0.04 0.08 0.09
S 2.105 0.374 -0.067 0.21 -0.07 -0.12
S -2.097 -0.398 -0.057 0.50 0.60 0.03
```
Positions in Å, forces in eV/Å.

Results
* DFT total energy: -952.34297 hartree
* LUMO level: 0.83 eV
* frontier orbital gap: 9.500 eV
* energy above the lowest of the compared OMol25 structures with the same formula, charge and spin: 16.6 kcal per mole

---

# 5
DFT (the ωB97M-V functional and the def2-TZVPD basis) results for a single C4H6S2 molecule.

The geometry in XYZ format:
```
12
Properties=species:S:1:pos:R:3:forces:R:3
C -2.258 -0.905 0.118 -1.23 -1.26 -0.59
C -1.115 0.029 -0.229 -0.92 1.28 -0.19
C 1.528 0.455 0.201 1.11 1.09 0.12
C 2.821 0.550 -0.127 -1.08 0.54 0.49
H -1.964 -1.627 0.934 -0.27 0.49 -1.15
H -2.715 -1.437 -0.809 1.47 0.35 1.31
H -3.199 -0.404 0.432 1.04 0.37 0.15
H 1.116 1.127 0.963 -0.11 -0.32 -0.50
H 3.431 1.360 0.249 0.02 -0.20 0.38
H 3.269 -0.101 -0.827 0.39 -0.55 -0.80
S -1.379 1.653 -0.369 0.31 -1.07 0.28
S 0.464 -0.699 -0.537 -0.73 -0.74 0.50
```
Positions in Å, forces in eV/Å.

Results
* DFT total energy: -952.32837 hartree
* LUMO level: -0.49 eV
* frontier orbital gap: 8.099 eV
* energy above the lowest of the compared OMol25 structures with the same formula, charge and spin: 25.7 kcal per mole

---

# 6
DFT (the ωB97M-V functional and the def2-TZVPD basis) results for a single C4H6S2Si molecule.

The geometry in XYZ format:
```
13
Properties=species:S:1:pos:R:3:forces:R:3
C -0.902 0.771 -1.472 -2.55 -1.49 -0.18
C -0.451 0.319 -2.665 1.30 1.38 2.87
C -0.044 1.326 -0.400 -0.86 1.98 1.58
C 1.062 0.842 0.577 -0.49 -0.96 -2.33
Si 1.072 -0.771 1.525 0.59 -0.29 0.31
S 1.752 1.492 -0.823 -0.95 -0.36 0.32
S 1.240 0.469 -2.947 1.13 0.17 0.23
H -2.071 0.741 -1.298 2.59 0.29 -0.13
H -1.016 -0.020 -3.464 -1.27 -0.69 -1.17
H -0.585 2.215 0.080 1.15 -0.76 -1.01
H 2.442 -1.087 2.230 -0.94 -0.02 -1.28
H 0.361 -1.890 0.634 0.87 1.04 1.16
H 0.400 -0.394 2.797 -0.57 -0.29 -0.36
```
Positions in Å, forces in eV/Å.

Results
* DFT total energy: -1241.71281 hartree
* LUMO level: -0.76 eV
* frontier orbital gap: 7.304 eV
* energy above the lowest of the compared OMol25 structures with the same formula, charge and spin: 55.5 kcal per mole